(1)
C49H38BrF7InO7 | ωB97M-V/def2-TZVPD

Structure (XYZ):
```
103
C49H38BrF7InO7 ωB97M-V/def2-TZVPD
In -6.38 -15.01 20.50
Br -6.01 -16.63 23.68
F -7.86 -17.51 20.27
F -4.71 -13.14 23.11
F -5.53 -16.12 17.85
F -5.09 -12.38 20.60
F -8.86 -15.39 22.06
F -6.28 -13.72 17.88
F -7.16 -13.10 22.48
O 0.69 -16.86 19.03
O -4.55 -17.74 20.08
O -9.98 -12.95 17.81
O -3.33 -14.92 20.05
O -0.36 -19.29 18.72
O -8.32 -12.81 19.38
O -8.84 -14.70 18.59
C -3.03 -11.50 23.61
C -6.17 -13.16 16.63
C -8.43 -19.77 20.85
C -8.91 -10.32 24.94
C -8.14 -11.24 25.56
C -3.27 -17.49 19.92
C -1.41 -15.83 19.50
C -2.68 -16.04 19.86
C -10.83 -19.50 19.36
C -7.46 -12.16 24.71
C -0.49 -16.97 19.23
C -9.99 -14.69 22.47
C -6.81 -11.60 14.96
C -9.85 -18.49 19.33
C -5.17 -13.71 15.77
C -4.43 -11.56 19.75
C -3.12 -9.61 18.29
C -9.01 -13.49 18.57
C -2.36 -10.56 18.93
C -8.71 -18.58 20.16
C -6.69 -18.42 14.58
C -7.73 -12.18 23.32
C -2.53 -18.59 19.54
C -3.76 -12.61 23.98
C -5.91 -12.10 14.10
C -1.10 -18.38 19.15
C -10.11 -14.20 23.81
C -5.14 -10.69 19.01
C -11.32 -13.61 24.22
C -12.25 -14.00 21.96
C -5.43 -18.67 15.20
C -12.39 -13.57 23.30
C -3.59 -13.22 25.23
C -9.41 -20.72 20.91
C -4.99 -17.95 16.30
C -8.72 -11.32 22.77
C -2.06 -10.97 24.40
C -4.51 -9.73 18.22
C -2.60 -12.67 26.04
C -3.06 -11.52 19.68
C -11.02 -14.49 21.56
C -1.84 -11.60 25.62
C -7.46 -17.36 14.97
C -10.58 -20.63 20.16
C -7.02 -12.17 16.26
C -9.37 -10.39 23.62
C -7.10 -16.71 16.16
C -5.88 -16.96 16.81
C -5.09 -13.16 14.46
H -11.32 -21.42 20.15
H -7.81 -11.74 16.86
H -9.94 -17.57 18.77
H -1.28 -10.60 18.93
H -4.77 -19.44 14.84
H -2.42 -13.03 27.05
H -4.60 -14.54 16.15
H -2.98 -11.22 22.57
H -1.36 -10.24 24.00
H -9.33 -14.33 24.55
H -2.50 -12.38 20.03
H -10.30 -13.66 17.25
H -6.21 -10.70 19.16
H -10.87 -14.87 20.56
H -10.16 -9.81 23.17
H -9.39 -9.58 25.57
H -7.53 -19.75 21.44
H -1.27 -11.08 26.38
H -1.01 -14.83 19.39
H -8.35 -17.12 14.41
H -2.98 -19.55 19.34
H -9.45 -21.60 21.54
H -9.05 -11.49 21.76
H -5.70 -11.79 13.08
H -2.51 -8.86 17.80
H -5.05 -8.94 17.71
H -4.43 -13.55 13.69
H -13.28 -13.11 23.71
H -6.83 -18.99 13.67
H -7.36 -10.72 14.67
H -4.24 -14.01 25.59
H -4.03 -18.09 16.78
H -6.80 -12.93 25.07
H -8.18 -11.28 26.63
H -11.73 -19.42 18.77
H -7.70 -15.88 16.51
H -11.41 -13.05 25.15
H -13.09 -13.90 21.28
```

Charge: -1



(2)
C49H39BBr2N10OZr | ωB97M-V/def2-TZVPD

Structure (XYZ):
```
103
C49H39BBr2N10OZr ωB97M-V/def2-TZVPD
Zr 0.13 0.16 -0.37
Br -1.10 -0.28 -5.28
Br 0.51 -5.66 -4.72
O -0.25 -0.21 -2.25
N 0.18 0.09 2.64
N -3.15 3.15 -0.55
N -0.60 -0.40 1.60
N 2.50 0.09 1.58
N -1.88 1.35 -0.53
N 0.80 2.19 0.29
N 2.24 -0.19 0.27
N 1.20 2.22 1.60
N 0.50 -2.15 -0.75
N -5.38 9.37 0.98
C 3.14 -2.02 -4.30
C 1.94 3.89 3.31
C -4.84 -2.81 1.28
C 2.90 -0.32 -2.61
C -0.69 4.36 -4.04
C -4.54 6.99 0.40
C 0.96 -4.74 -1.65
C 3.72 -0.38 1.90
C -0.36 -0.29 3.81
C 0.22 0.06 5.13
C -2.76 1.26 -1.60
C 1.45 3.49 1.96
C -3.83 6.26 1.35
C -3.82 -2.22 2.01
C -5.01 8.31 0.72
C 0.79 3.45 -0.16
C 3.68 -2.52 -2.01
C 0.51 2.89 -2.57
C -3.54 2.36 -1.63
C 4.32 -0.23 3.26
C -2.70 -1.70 1.37
C -2.16 2.50 0.06
C 1.17 -4.40 -0.34
C 1.18 4.31 0.86
C -2.64 -1.80 -0.02
C 3.31 -0.82 -0.23
C -4.35 5.17 -1.16
C -1.63 -1.07 2.16
C -3.65 -2.39 -0.76
C -4.81 6.44 -0.85
C 3.31 -1.23 -1.64
C 0.51 -3.76 -2.57
C -3.38 4.99 1.04
C 4.27 -0.97 0.76
C -1.51 -1.03 3.54
C -0.88 5.25 -2.99
C -4.76 -2.90 -0.10
C 2.80 -0.72 -3.94
C -3.64 4.45 -0.22
C 0.31 -2.47 -2.06
C -0.46 -1.66 -4.17
C -0.14 -1.41 -2.87
C -0.26 -2.96 -4.72
C 0.31 3.76 -1.51
C 0.22 -3.97 -3.95
C 0.01 3.18 -3.83
C 3.59 -2.91 -3.34
C 0.93 -3.08 0.08
C -0.38 4.95 -1.73
B 1.49 0.91 2.40
H 1.51 -5.13 0.38
H 4.45 0.82 3.51
H 3.68 -0.68 4.02
H 3.07 -2.33 -5.33
H 0.17 2.49 -4.65
H -5.71 -3.20 1.80
H -3.57 -2.46 -1.83
H -1.06 4.61 -5.03
H 1.29 3.50 4.09
H -1.64 2.88 0.92
H 1.10 1.98 -2.45
H 1.31 5.37 0.80
H -2.16 -1.47 4.28
H 5.29 -0.72 3.28
H -0.56 5.64 -0.91
H 1.96 4.97 3.38
H -0.49 -3.12 -5.76
H 1.07 -2.78 1.11
H 2.49 0.00 -4.69
H 0.30 1.14 5.26
H 4.02 -3.22 -1.26
H -2.85 4.43 1.80
H 1.96 1.19 3.46
H -1.77 -1.43 -0.56
H 1.22 -0.36 5.24
H -3.64 6.68 2.32
H 1.13 -5.75 -2.00
H 5.25 -1.41 0.66
H -5.55 -3.37 -0.66
H -5.36 7.01 -1.58
H 3.88 -3.91 -3.62
H -4.55 4.77 -2.14
H -1.41 6.18 -3.15
H 2.95 3.51 3.48
H 2.70 0.71 -2.34
H -2.75 0.43 -2.28
H -3.91 -2.15 3.09
H -0.41 -0.33 5.92
H -4.32 2.65 -2.30
```

Charge: +2



Number 1: Kohn-Sham gap 3.3391 eV. Number 2: Kohn-Sham gap 7.5052 eV.